This record from the Open Molecules 2025 dataset describes a single C24H26N4O3 molecule in a non-equilibrium geometry. The level of theory is wB97M-V/def2-TZVPD.

Output
- ΔE to the lowest compared entry with this formula, charge and spin (kJ/mol) = 431.67
- HOMO-LUMO gap (eV) = 8.126
- SMILES string = N#Cc1nc(-c2ccc(OCc3ccccc3)cc2)oc1NCCCN1CCOCC1
- strongest force on any atom (eV Å⁻¹) = 1.604

Each line ends with the Mulliken charge.
Positions of all 57 atoms, in Å:
N1 -3.4061 -4.8959 -0.4065  -0.597
C1 -2.6056 -4.0719 -0.3785  -0.024
C2 -1.6563 -3.0487 -0.3386  0.659
C3 -1.7653 -1.7467 -0.8102  0.451
N2 -2.7165 -1.0864 -1.5090  -0.298
C4 -4.0971 -1.5153 -1.4858  -1.008
C5 -4.7651 -1.3792 -0.1073  -0.892
H1 -4.5022 -2.2351 0.5160  0.401
H2 -5.8455 -1.3992 -0.2499  0.456
C6 -4.3361 -0.1026 0.6291  -0.777
N3 -4.2679 1.0393 -0.2716  0.180
C7 -5.5630 1.5857 -0.6557  -0.851
H3 -6.2412 0.7707 -0.9069  0.413
C8 -6.1847 2.4644 0.4378  -0.606
O1 -5.3072 3.5003 0.8264  -0.401
C9 -4.0758 2.9785 1.2772  -0.525
H4 -3.4538 3.8398 1.5256  0.378
C10 -3.4138 2.1249 0.1892  -0.769
H5 -2.4691 1.7179 0.5567  0.384
H6 -3.2098 2.7641 -0.6768  0.380
H7 -4.2326 2.3758 2.1858  0.318
H8 -7.0871 2.9542 0.0691  0.377
H9 -6.4469 1.8513 1.3144  0.319
H10 -5.4025 2.1982 -1.5489  0.387
H11 -5.0117 0.0519 1.4832  0.451
H12 -3.3324 -0.2529 1.0371  0.479
H13 -4.1456 -2.5570 -1.8106  0.484
H14 -4.6193 -0.8943 -2.2143  0.427
H15 -2.6099 -0.0797 -1.5052  0.332
O2 -0.6098 -1.1106 -0.5323  -0.456
C11 0.1777 -2.0499 0.0972  0.647
N4 -0.4121 -3.1916 0.2282  -0.674
C12 1.5059 -1.7053 0.5352  0.063
C13 2.2849 -2.6584 1.1985  -0.672
C14 3.5530 -2.3407 1.6198  -0.587
C15 4.0830 -1.0659 1.3912  0.868
C16 3.3102 -0.1163 0.7287  -0.278
C17 2.0343 -0.4371 0.3077  -0.895
H16 1.4411 0.3026 -0.2087  0.449
H17 3.6959 0.8700 0.5250  0.369
O3 5.3434 -0.8642 1.8557  -0.445
C18 5.9498 0.3967 1.6687  -0.831
C19 6.2364 0.7390 0.2258  0.442
C20 6.3028 2.0666 -0.1771  -0.392
C21 6.5810 2.3833 -1.4945  -0.518
C22 6.7878 1.3761 -2.4222  -0.408
C23 6.7220 0.0516 -2.0257  -0.624
C24 6.4522 -0.2663 -0.7066  -0.165
H18 6.4026 -1.2992 -0.3947  0.406
H19 6.8832 -0.7379 -2.7445  0.383
H20 6.9994 1.6242 -3.4516  0.381
H21 6.6317 3.4185 -1.7984  0.374
H22 6.1363 2.8539 0.5452  0.371
H23 5.3457 1.1875 2.1353  0.401
H24 6.8949 0.3228 2.2196  0.333
H25 4.1674 -3.0628 2.1339  0.442
H26 1.8695 -3.6385 1.3687  0.489